16
Properties=species:S:1:pos:R:3:forces:R:3 method="wB97M-V/def2-TZVPD" spin_multiplicity=3 e_tot_ev=-20700.228 homo_ha="-0.2644 / -0.3331" e_lumo_ev="0.794 / -2.492"
C -1.563789 0.185972 0.663270 -0.026 -0.191 -0.081
C -1.303582 -1.078906 0.342929 -0.329 -0.058 0.306
C -1.155085 1.366619 -0.099196 -0.883 0.650 -0.358
C -0.412263 -1.482962 -0.746099 -0.158 0.022 0.004
C -0.016148 1.865523 -0.456086 -0.197 0.012 -0.349
C 0.882550 -1.220439 -0.692561 0.080 -0.062 0.864
N 1.969041 0.926736 0.225410 -0.214 -0.674 0.693
O 2.844865 -1.255694 1.016300 0.345 -0.947 0.802
S 1.556437 -0.570710 0.866647 0.933 0.918 -2.181
H -2.251872 0.409344 1.468310 -0.099 -0.173 0.112
H -1.772809 -1.873610 0.911064 -0.109 -0.033 0.014
H -2.028545 1.943865 -0.425919 -0.293 0.152 0.167
H -0.863155 -1.999694 -1.590120 0.177 0.006 -0.040
H 0.388492 2.680863 -1.006611 -0.165 0.394 -0.310
H 1.601019 -1.496066 -1.446004 0.273 0.031 -0.048
H 2.124845 1.599158 0.968666 0.668 -0.047 0.405

---

25
Properties=species:S:1:pos:R:3:forces:R:3 method="wB97M-V/def2-TZVPD" e_tot_ev=-20655.904 homo_ha="-0.3228 / -0.3229" e_lumo_ev="-1.545 / -1.545"
C -2.877699 0.008954 -2.010653 -1.415 3.250 0.830
C -1.914669 0.162197 -0.876503 -0.157 0.450 1.189
N -1.790070 -0.708613 0.137234 -0.509 0.536 -3.253
O -2.122447 -1.913355 -0.041961 0.549 0.454 1.367
O -1.065002 -0.308312 1.268007 -1.361 0.171 -0.152
C 0.322808 -0.820958 1.224448 -0.692 0.245 0.703
C 0.886906 -0.656743 2.589128 0.282 1.463 -0.203
C 1.762158 0.349648 2.756029 0.772 -0.454 2.801
C 2.250127 1.240818 1.728549 -0.462 -1.485 -1.332
C 1.838867 1.029807 0.448388 0.633 1.993 1.774
C 0.915332 0.035042 0.161052 0.434 -2.255 -1.155
C 0.644768 -0.452122 -1.074289 -0.040 -0.934 1.035
N 0.983395 0.186758 -2.307905 0.807 1.439 -1.633
O 1.126818 -0.370083 -3.363793 -0.537 -3.357 -0.352
O 1.173091 1.384772 -2.350059 -0.324 1.928 2.234
H -2.622402 -0.202422 -3.007939 1.487 -0.428 -1.118
H -3.403785 1.071116 -2.127029 1.104 -1.998 0.334
H -3.674218 -0.642465 -1.828377 -1.073 -1.283 0.796
H -1.558770 1.192249 -0.795674 0.265 -0.617 0.748
H 0.193806 -1.855805 0.986082 0.221 -0.753 -0.472
H 0.542494 -1.184074 3.477054 -0.033 -0.328 -0.617
H 2.212002 0.429997 3.813101 -0.725 0.190 -1.769
H 3.081703 1.863335 1.943749 0.342 0.752 0.175
H 2.173286 1.589881 -0.382552 0.578 0.642 -0.464
H 0.310420 -1.491036 -1.006616 -0.147 0.378 -1.464

---

21
Properties=species:S:1:pos:R:3:forces:R:3 method="wB97M-V/def2-TZVPD" charge=-1 e_tot_ev=-46725.876 homo_ha=-0.1266 e_lumo_ev=3.068
O -0.273866 1.573686 2.307260 0.383 0.038 -1.157
P -0.336960 -0.086578 2.290884 -0.634 -1.048 2.603
O 1.127145 -0.672702 1.654653 -0.158 0.757 -1.027
B -1.783434 -0.666888 1.125333 0.411 -0.020 -1.191
Cl -3.416774 0.037090 1.772732 -0.063 0.294 0.088
C -1.583733 -0.417542 -0.473411 -0.860 0.586 0.303
C -1.202360 1.012478 -0.859096 0.801 -0.750 -0.064
S -0.280065 1.042158 -2.471840 -0.193 0.294 -0.131
C 1.271094 0.467789 -1.901155 -1.578 -0.032 -0.352
N 2.259092 1.170745 -1.538057 1.147 0.790 0.328
N 3.242714 0.265275 -1.150735 1.503 2.195 0.488
C 2.771163 -0.875849 -1.302588 -1.269 -1.513 -0.406
O 1.507414 -0.852206 -1.796585 0.106 -1.024 0.069
H 0.133072 1.873734 3.119603 0.040 -0.115 0.141
H 1.177920 -1.580211 1.961297 0.036 -0.040 0.217
H -1.840425 -1.864963 1.304230 0.209 -0.066 0.233
H -2.549176 -0.617031 -0.950010 0.004 -0.217 -0.142
H -0.888261 -1.139147 -0.892609 0.264 0.000 0.094
H -2.060680 1.666550 -0.958264 -0.099 0.108 -0.210
H -0.513467 1.475755 -0.157430 -0.017 0.053 0.130
H 3.239588 -1.812142 -1.084211 -0.033 -0.288 -0.013

---

95
Properties=species:S:1:pos:R:3:forces:R:3 method="wB97M-V/def2-TZVPD" e_tot_ev=-65975.264 homo_ha=-0.3245 e_lumo_ev=0.685
O 2.531076 0.081915 -3.077408 0.111 0.554 1.675
S 2.732044 1.116774 -2.039936 0.349 0.617 -1.730
O 2.825154 0.400193 -0.537541 -0.890 -0.366 -1.446
C 2.606560 -1.033587 -0.573389 -0.018 -1.518 1.264
C 3.876111 -1.872974 -1.039818 -1.699 0.012 -0.923
C 3.316494 -2.949507 -2.063646 0.075 0.189 -0.119
S 4.653861 -4.152822 -2.558441 -0.260 0.122 -0.262
O 1.338625 2.038713 -2.114856 0.580 -1.876 1.129
C 0.193681 1.353605 -1.553276 -2.318 0.633 0.654
C -1.034564 1.253372 -2.533448 -0.118 -0.538 0.248
C -0.997094 -0.028563 -3.444537 0.548 -0.045 0.353
C -1.346149 -1.347213 -2.664751 -0.030 -1.599 0.261
C -0.686842 -2.581558 -3.107981 -0.769 -0.588 1.240
C -0.884269 -3.875490 -2.453391 -1.251 2.173 0.987
C -1.787965 -3.929449 -1.300437 0.640 1.750 -1.446
C -2.476431 -2.708682 -0.883676 1.017 -0.665 -0.727
C -2.272428 -1.430951 -1.541426 1.169 -1.616 -0.815
H 2.409061 -1.341363 0.493612 0.060 0.677 -0.980
H 1.674740 -1.320015 -1.136619 1.052 0.469 0.246
H 4.301191 -2.391244 -0.148150 0.024 0.543 -0.847
H 4.588738 -1.184862 -1.557433 -0.358 -0.791 0.586
H 2.900832 -2.481247 -2.989389 0.477 -0.133 0.880
H 2.461599 -3.523681 -1.603525 1.026 0.432 -0.364
H 4.791896 -4.006316 -3.919369 -0.455 0.285 0.897
H -0.162195 1.988181 -0.688939 0.607 -0.649 -0.732
H 0.404638 0.340550 -1.132215 0.133 0.819 -0.527
H -1.151665 2.192902 -3.130424 0.259 -0.787 0.470
H -1.943145 1.171367 -1.868972 0.888 0.313 -0.677
H 0.065607 -0.142989 -3.802999 -1.019 0.063 0.187
H -1.632459 0.105254 -4.362695 0.395 -0.216 0.971
H 0.008959 -2.566151 -3.982103 -0.672 0.236 0.847
H -0.348856 -4.789131 -2.804863 -0.537 0.965 0.303
H -1.918054 -4.906639 -0.778355 -0.068 1.102 -0.376
H -3.153970 -2.808852 0.000534 0.605 0.378 -0.997
H -2.807569 -0.523429 -1.192696 0.400 -0.899 -0.206
C 0.426013 3.725919 4.399131 -0.108 0.130 0.034
C 0.772711 3.016901 3.102547 0.029 0.047 0.014
O -0.290551 3.001355 2.161531 -0.106 -0.207 -0.119
C -0.762536 4.268880 1.725298 0.016 0.093 0.027
C 0.300167 5.110667 1.043553 0.181 -0.016 -0.005
H -0.449965 3.266787 4.863562 0.061 -0.023 -0.015
H 1.263064 3.669658 5.098384 -0.035 -0.025 -0.042
H 0.195813 4.780537 4.237845 0.085 0.010 0.019
H 1.004242 1.972306 3.320731 -0.134 -0.005 -0.158
H 1.673636 3.443266 2.647940 -0.009 0.070 0.050
H -1.221100 4.810458 2.559388 0.063 0.075 0.006
H -1.565443 4.071092 1.010669 0.050 -0.201 0.094
H 1.124640 5.350436 1.717293 -0.060 0.077 0.007
H -0.126526 6.051922 0.691134 -0.012 -0.059 0.019
H 0.721952 4.574889 0.189024 -0.052 0.029 0.014
C -4.356401 5.866954 5.006848 -0.095 0.000 -0.098
C -3.239833 6.860434 5.275779 -0.073 -0.016 0.003
O -2.801499 7.549686 4.114218 0.224 -0.043 -0.048
C -3.777697 8.329254 3.441719 -0.061 0.054 -0.009
C -4.377738 9.429799 4.299035 -0.005 -0.003 0.166
H -4.044752 5.135010 4.257931 0.022 0.014 0.064
H -4.622205 5.337772 5.924446 0.039 0.021 -0.040
H -5.256586 6.356043 4.631110 -0.020 0.000 0.090
H -2.371696 6.320132 5.659239 0.076 0.122 -0.154
H -3.525990 7.575796 6.054588 -0.086 -0.023 -0.010
H -4.558651 7.683087 3.026806 -0.070 0.018 0.057
H -3.270937 8.784484 2.587735 0.127 -0.139 0.091
H -4.909432 9.029319 5.164058 -0.067 0.010 -0.065
H -5.086785 10.021704 3.716582 0.053 -0.030 0.002
H -3.593840 10.091527 4.674870 -0.031 -0.019 -0.065
C 7.827998 -5.193128 -0.635053 -0.042 -0.091 0.094
C 9.035857 -4.651445 -1.377919 -0.081 -0.039 0.005
O 10.244837 -5.333970 -1.076478 0.175 0.103 0.063
C 10.272975 -6.719774 -1.375660 -0.016 -0.041 -0.031
C 10.048536 -7.032721 -2.844797 -0.081 0.090 -0.111
H 7.994015 -5.155369 0.444437 0.026 0.032 -0.048
H 6.940207 -4.603582 -0.874083 0.111 -0.040 0.001
H 7.619020 -6.231763 -0.897274 -0.064 0.040 -0.065
H 9.192488 -3.610326 -1.088623 0.177 -0.092 0.016
H 8.863786 -4.647656 -2.459932 -0.073 -0.051 0.009
H 9.557750 -7.258290 -0.744716 -0.070 -0.023 -0.066
H 11.264712 -7.075397 -1.086694 -0.024 0.193 0.061
H 9.063376 -6.708662 -3.185103 -0.013 -0.087 0.029
H 10.125175 -8.107795 -3.020782 0.021 0.047 0.028
H 10.791783 -6.522341 -3.461970 -0.002 -0.052 0.052
C -7.362600 -4.478572 -0.491844 -0.090 -0.018 -0.091
C -6.263367 -3.466218 -0.222751 -0.071 0.021 -0.022
O -5.824316 -2.779948 -1.384436 0.191 -0.012 -0.009
C -6.803863 -2.019948 -2.072849 -0.055 0.050 -0.010
C -7.427674 -0.920572 -1.230717 -0.010 -0.006 0.163
H -7.033938 -5.211890 -1.231692 0.021 0.022 0.062
H -7.627860 -5.003893 0.428223 0.037 0.023 -0.039
H -8.266910 -4.006220 -0.878807 -0.018 0.004 0.088
H -5.389291 -3.989239 0.171963 0.066 0.099 -0.151
H -6.567636 -2.749057 0.548097 -0.089 -0.026 -0.002
H -7.571653 -2.680181 -2.490114 -0.073 0.021 0.054
H -6.294643 -1.564981 -2.925537 0.135 -0.142 0.093
H -7.962601 -1.321111 -0.367622 -0.066 0.011 -0.063
H -8.138855 -0.343244 -1.825150 0.053 -0.027 0.004
H -6.656589 -0.244895 -0.852551 -0.028 -0.018 -0.063

---

89
Properties=species:S:1:pos:R:3:forces:R:3 method="wB97M-V/def2-TZVPD" spin_multiplicity=3 e_tot_ev=-65806.501 homo_ha="-0.2843 / -0.2930" e_lumo_ev="-0.316 / -1.565"
Mo 0.395038 -0.119470 -0.241452 0.463 0.134 -0.014
C 3.562422 0.541837 0.338963 -0.022 0.022 -0.012
N 2.887073 0.356454 -0.962506 0.022 -0.027 0.023
C 3.264665 1.509567 -1.821005 -0.017 -0.020 -0.010
C 2.396354 2.743308 -1.689550 0.073 0.022 -0.047
C 1.079839 2.658509 -2.436635 -0.041 -0.001 0.073
N 0.086908 1.689756 -1.906394 0.034 -0.023 -0.119
C -1.049742 1.781874 -2.475219 -0.019 -0.074 0.077
C -2.259442 1.075535 -2.082175 0.059 0.079 -0.114
C -3.328455 0.966558 -2.973317 -0.056 -0.036 0.008
C -4.512739 0.371926 -2.582857 0.076 0.024 0.030
C -4.647299 -0.065812 -1.264045 -0.010 -0.011 0.003
C -3.614557 0.072119 -0.355873 -0.056 0.014 -0.084
C -2.396804 0.625131 -0.762625 0.120 0.026 0.087
O -1.394925 0.759723 0.095426 -0.200 0.069 0.029
C 3.481321 -0.854921 -1.578343 0.059 0.058 0.036
C 2.877380 -1.236298 -2.930427 -0.003 -0.056 0.000
C 1.430817 -0.772567 -3.093414 -0.002 -0.047 -0.025
N 0.548417 -1.114592 -2.002702 -0.264 0.098 -0.207
C 0.072252 -2.476627 -2.039617 0.124 0.000 -0.160
C 0.864260 -3.429288 -1.181481 -0.077 -0.056 0.007
C 0.905275 -4.784063 -1.486822 0.022 -0.039 0.019
C 1.559111 -5.695670 -0.672638 -0.003 0.054 -0.027
C 2.183576 -5.236155 0.480440 -0.009 0.010 0.020
C 2.157952 -3.891083 0.803348 0.017 -0.105 -0.033
C 1.507248 -2.967803 -0.021784 0.082 0.146 0.035
O 1.578460 -1.681060 0.337066 -0.198 -0.021 -0.044
H 4.648960 0.510297 0.192335 -0.015 -0.007 0.022
H 3.268231 -0.256175 1.016804 -0.003 0.007 0.011
H 3.287015 1.503659 0.761720 0.011 -0.024 0.003
H 3.269035 1.179501 -2.861118 -0.025 0.032 0.010
H 4.305073 1.763862 -1.581762 -0.014 0.010 -0.019
H 2.947835 3.571935 -2.145048 -0.010 -0.016 -0.015
H 2.236116 3.019739 -0.651847 -0.028 0.002 -0.004
H 1.278240 2.396931 -3.483542 0.001 0.011 0.015
H 0.611264 3.645990 -2.439937 0.045 -0.013 0.050
H -1.169785 2.479600 -3.312689 -0.004 0.012 0.038
H -3.215398 1.355558 -3.978920 -0.007 -0.009 -0.019
H -5.332054 0.270620 -3.280021 -0.019 -0.006 -0.012
H -5.578129 -0.516401 -0.944038 -0.018 -0.001 0.009
H -3.713450 -0.253568 0.671253 -0.011 -0.009 0.023
H 3.360145 -1.661570 -0.865842 0.045 -0.011 -0.018
H 4.561621 -0.683546 -1.687847 -0.034 -0.009 -0.018
H 2.933271 -2.323113 -3.027574 -0.017 -0.005 0.012
H 3.467393 -0.827162 -3.755438 -0.011 0.021 -0.010
H 1.020243 -1.200005 -4.019053 0.062 -0.004 0.015
H 1.414489 0.302356 -3.240648 -0.008 0.020 0.018
H 0.053290 -2.840621 -3.075616 -0.035 -0.003 0.066
H 0.411275 -5.126860 -2.390221 -0.010 -0.013 -0.017
H 1.583190 -6.744675 -0.933102 -0.007 -0.021 0.000
H 2.691332 -5.932441 1.135296 0.021 -0.007 0.009
H 2.637220 -3.518124 1.698940 0.008 0.016 0.023
C -2.223497 -3.537450 -1.446193 0.010 -0.033 -0.062
C -2.655826 -4.049806 -0.264182 0.001 0.029 -0.020
C -2.279484 -3.435389 0.932903 0.052 0.075 0.042
C -1.456300 -2.269047 0.903752 -0.122 -0.066 -0.025
N -1.086455 -1.714518 -0.218276 0.044 -0.249 -0.038
C -1.371524 -2.330789 -1.498849 0.002 0.067 0.170
C -0.892807 -1.655758 2.096591 -0.004 -0.011 0.060
C -1.168920 -2.080853 3.397764 0.010 0.007 -0.025
C -0.465679 -1.539377 4.454772 0.014 0.013 -0.030
C 0.536974 -0.609626 4.196075 0.047 0.029 0.017
C 0.806836 -0.188903 2.901980 -0.071 -0.130 0.024
C 0.060735 -0.674741 1.831488 0.020 0.104 0.099
H -2.516937 -3.980220 -2.389262 0.032 -0.024 -0.008
H -3.284912 -4.929734 -0.241585 -0.004 -0.011 -0.014
H -2.568386 -3.851268 1.884570 -0.015 -0.001 0.002
H -1.830398 -1.581972 -2.158032 -0.065 -0.024 0.035
H -1.921086 -2.835698 3.586555 -0.014 -0.005 0.005
H -0.677920 -1.848168 5.468684 -0.001 -0.004 0.024
H 1.108184 -0.193882 5.017185 0.001 -0.007 0.010
H 1.593623 0.534443 2.735095 0.005 -0.014 0.011
F -2.736373 6.643350 1.258566 0.012 -0.037 0.004
C -2.189696 5.827924 2.169756 -0.020 0.004 0.045
C -1.643482 4.661726 1.820971 -0.015 0.032 -0.079
N -1.074172 3.811151 2.739230 -0.129 -0.049 -0.012
C -0.554007 2.527365 2.303668 0.143 0.027 0.252
C 0.560976 2.679301 1.278762 -0.095 0.020 -0.369
O 1.034211 3.771911 1.023428 -0.054 -0.041 0.145
O 0.984842 1.581463 0.717533 0.097 -0.051 0.138
C -1.030756 4.124986 4.079533 0.061 0.102 0.034
O -0.549336 3.405614 4.928806 0.030 -0.066 0.046
N -1.588732 5.351242 4.397901 -0.039 -0.056 0.015
C -2.201441 6.274214 3.556725 0.103 0.051 -0.108
O -2.656991 7.314077 3.970706 -0.062 0.022 0.037
H -1.618005 4.338317 0.789837 0.003 -0.002 0.017
H -1.342778 1.891096 1.910904 -0.019 0.006 -0.075
H -0.149419 2.033591 3.187676 -0.065 0.095 -0.087
H -1.561890 5.592750 5.378516 0.013 -0.014 -0.023

---

13
Properties=species:S:1:pos:R:3:forces:R:3 method="wB97M-V/def2-TZVPD" e_tot_ev=-9271.469 homo_ha=-0.3352 e_lumo_ev=-0.295
H -1.042703 -1.268207 -2.312158 0.091 0.024 0.002
N -0.146028 -0.917688 -1.965148 -0.182 0.018 0.387
C -0.220393 -0.687837 -0.718217 0.030 -0.058 -0.312
C -1.292439 -0.817235 0.278215 0.002 0.029 0.116
C -0.793200 -0.397611 1.453286 -0.100 -0.060 -0.109
N 0.536536 0.005523 1.348130 0.114 0.026 -0.013
C 0.992956 -0.142803 0.046509 0.445 0.117 -0.066
O 2.099051 0.115745 -0.359764 -0.521 -0.159 0.232
H -2.294743 -1.181847 0.099384 0.157 0.065 0.028
H -1.288108 -0.346681 2.415770 0.060 -0.009 -0.152
H 1.108856 0.362863 2.095462 -0.080 -0.054 -0.088
H 0.920786 2.912168 -1.221791 0.020 0.000 0.002
H 1.419431 2.363611 -1.159677 -0.038 0.060 -0.027